Record 1
{
  "formula": "C7H17BO2",
  "method": "the ωB97M-V functional and the def2-TZVPD basis",
  "elements": ["C", "C", "C", "C", "B", "O", "C", "C", "C", "O", "H", "H", "H", "H", "H", "H", "H", "H", "H", "H", "H", "H", "H", "H", "H", "H", "H"],
  "xyz": [[1.2882, 0.9782, -1.7848], [-0.1937, 0.3437, -1.2822], [-0.4884, -0.6127, -2.5330], [-1.1017, 1.4206, -1.3759], [0.0671, -0.5469, 0.0435], [0.0797, -1.9274, -0.1370], [0.4127, -0.3849, 1.6758], [0.1355, 1.0530, 2.4257], [-0.5710, -1.3338, 2.4147], [1.7655, -0.6407, 1.9621], [2.0559, 0.2413, -1.3388], [1.4295, 0.9817, -2.8813], [1.6372, 1.8115, -1.3007], [0.3938, -1.1529, -3.0474], [-1.0966, -1.4159, -2.2452], [-1.0512, 0.0762, -3.3017], [-2.2609, 1.1581, -1.4061], [-0.9465, 2.1384, -0.5221], [-1.0052, 2.0262, -2.2778], [-0.4335, -2.2704, -0.9017], [-0.8993, 1.2858, 2.4856], [0.6006, 1.8670, 1.8231], [0.6194, 1.2657, 3.4076], [-0.1102, -2.3595, 2.2964], [-0.4633, -1.0619, 3.4786], [-1.7096, -1.3526, 2.2230], [1.8458, -1.5878, 2.0995]],
  "forces_ev_per_angstrom": [[0.0, -4.7, 1.2], [4.4, -2.4, -2.7], [0.9, 1.7, -1.4], [-4.7, 3.5, 1.4], [0.3, -1.0, 0.5], [-0.8, 0.2, -0.6], [-2.5, 3.4, 0.7], [2.0, 0.2, -1.9], [0.6, -1.2, 0.9], [0.2, -0.7, 0.0], [-0.8, 0.6, -1.1], [-0.4, 0.2, 0.7], [0.0, 2.7, 0.9], [-1.0, 1.3, 0.9], [-1.6, -1.0, 0.1], [1.1, -1.7, 1.2], [2.2, 0.2, 0.4], [-0.4, -0.5, -0.7], [0.3, -0.1, -0.1], [1.0, 0.5, 0.6], [-1.0, 0.0, 0.1], [-0.4, -0.4, 0.0], [-0.3, -1.2, -0.4], [-1.1, 0.7, 0.1], [-0.1, -0.3, -0.2], [2.0, 0.2, -0.4], [0.3, -0.2, -0.1]],
  "lowdin_charge": [-0.0140, -0.4464, -0.0713, -0.1529, -0.3030, 0.1029, -0.4795, -0.0365, -0.0596, -0.0146, 0.1018, 0.0828, 0.0309, 0.1133, 0.0268, 0.1209, 0.1328, 0.1005, 0.0800, 0.0996, 0.0516, 0.0692, 0.0850, 0.0901, 0.0785, 0.1199, 0.0914],
  "smiles": "CC(C)(C)B(O)C(C)(C)O",
  "e_homo_ha": -0.344
}

=====

Record 2
{
  "formula": "C7H17BaF3N4O15S",
  "method": "the ωB97M-V functional and the def2-TZVPD basis",
  "elements": ["Ba", "N", "O", "O", "O", "N", "O", "O", "O", "N", "O", "O", "O", "C", "F", "F", "F", "S", "O", "O", "O", "C", "C", "C", "O", "C", "N", "H", "H", "H", "H", "H", "H", "H", "H", "H", "H", "H", "C", "C", "O", "O", "H", "H", "H", "H", "H", "H"],
  "xyz": [[0.1692, 0.2656, 0.1490], [-3.5294, 0.2494, 0.3132], [-4.4804, 0.5021, 1.0209], [-2.4216, 0.8760, 0.4759], [-3.6398, -0.5306, -0.6659], [2.8869, -1.5888, 2.5916], [2.4012, -1.8990, 3.6597], [4.1229, -1.6908, 2.3842], [2.1646, -1.1031, 1.6524], [-0.4217, -3.3196, 1.2942], [-0.4598, -3.6745, 0.0684], [-0.6692, -2.1197, 1.5798], [-0.2751, -4.1497, 2.1611], [-0.1290, 2.4047, 4.8189], [1.1098, 2.1486, 5.1805], [-0.8549, 2.6717, 5.9096], [-0.1166, 3.5764, 4.0993], [-0.8498, 1.0350, 3.8324], [-2.1985, 1.4031, 3.5363], [0.0255, 0.9588, 2.6501], [-0.6748, -0.0815, 4.7106], [-1.4041, -2.3402, -3.6950], [-0.4978, -1.7045, -2.6483], [0.9032, -1.3998, -3.1285], [1.7118, -1.2593, -1.9997], [2.6032, -2.2829, -1.5617], [-1.1329, -0.4126, -2.1745], [-1.6238, -1.6398, -4.5124], [-2.3063, -2.7304, -3.2359], [-0.8654, -3.1423, -4.2202], [-0.4597, -2.3752, -1.7798], [0.9279, -0.4544, -3.6970], [1.3015, -2.1218, -3.8579], [2.2053, -3.2736, -1.7962], [2.7706, -2.1484, -0.4949], [3.5539, -2.1708, -2.1054], [-1.1004, 0.1169, -3.0534], [-2.1372, -0.6016, -2.0744], [0.2622, 3.4683, -1.2857], [-0.1793, 3.5330, 0.1907], [0.9603, 3.1965, 0.9609], [0.8236, 2.1926, -1.6708], [0.9971, 4.2806, -1.3426], [-0.5428, 3.6667, -2.0016], [-0.9895, 2.8348, 0.4228], [-0.5034, 4.5569, 0.3800], [1.2849, 3.9445, 1.4635], [1.2779, 2.3328, -2.5043]],
  "forces_ev_per_angstrom": [[0.2, -1.6, 2.0], [0.5, 0.7, -1.2], [-0.3, -0.1, 0.5], [-0.3, -0.4, -0.2], [0.1, -0.1, 0.3], [0.5, 0.7, -0.6], [-0.3, -0.1, 0.2], [-0.1, -0.1, -0.1], [0.2, -0.1, -0.1], [-1.4, 0.7, -1.1], [0.5, 0.3, 0.1], [0.4, 0.0, -0.4], [0.5, -0.7, 0.8], [-0.7, 0.6, -1.0], [0.6, 0.0, 0.3], [0.0, -0.1, 0.3], [0.2, -0.2, 0.1], [0.4, -1.8, -0.9], [-0.4, 0.9, 0.2], [-0.3, 0.9, 0.6], [0.0, 0.1, 0.7], [1.0, -0.2, -0.8], [-1.3, 0.2, 0.1], [0.1, -0.4, -0.2], [0.5, 1.1, 0.8], [0.1, -0.1, -0.9], [0.3, -0.9, -1.9], [-0.3, 0.2, 0.3], [-0.2, 0.1, -0.1], [-0.2, -0.2, 0.3], [0.2, 0.0, -0.1], [-0.1, 0.1, 0.2], [-0.1, -0.4, 0.4], [-0.2, 0.0, 0.3], [-0.1, -0.1, 0.1], [0.0, 0.0, 0.1], [-0.1, 0.5, 0.5], [0.2, 0.2, 0.8], [-0.2, 0.4, -0.1], [0.5, -0.5, -0.8], [0.1, -0.1, -0.2], [0.0, 0.9, 0.4], [0.2, -0.3, -0.4], [-0.2, 0.2, 0.4], [-0.1, 0.2, 0.1], [-0.3, -0.1, 0.0], [-0.2, -0.1, 0.2], [0.1, -0.2, 0.0]],
  "lowdin_charge": [2.0685, -0.5807, 0.0176, -0.2585, -0.0763, -0.6085, 0.0155, -0.1018, -0.2375, -0.6105, -0.1190, -0.1557, -0.0040, -0.6660, 0.1414, 0.1087, 0.0596, 0.4435, -0.2927, -0.5324, -0.2781, -0.0609, -0.4151, -0.2277, -0.2822, -0.0616, -0.0784, 0.0728, 0.0843, 0.0720, 0.1137, 0.1197, 0.1262, 0.0948, 0.0750, 0.0823, 0.0691, 0.0466, -0.2174, -0.2540, -0.0985, -0.2219, 0.1148, 0.1202, 0.0806, 0.1284, 0.0949, 0.0890],
  "total_charge": -2,
  "e_homo_ha": -0.091
}

=====

Record 3
{
  "formula": "C7H17BiI2O8P2S",
  "method": "the ωB97M-V functional and the def2-TZVPD basis",
  "elements": ["Bi", "C", "C", "O", "P", "O", "O", "O", "P", "O", "O", "O", "H", "H", "H", "H", "H", "H", "H", "I", "C", "I", "H", "H", "O", "S", "C", "C", "C", "C", "H", "H", "H", "H", "H", "H", "H", "H"],
  "xyz": [[-0.4166, -1.7375, -0.4043], [-0.4309, 1.8599, 2.2966], [-0.6506, 0.4792, 2.9000], [-0.8589, 0.6042, 4.2890], [-2.1349, -0.3336, 2.1880], [-2.3779, -1.6723, 2.9624], [-3.3420, 0.6082, 2.4478], [-1.9547, -0.5939, 0.6902], [0.6935, -0.7362, 2.5938], [2.0226, -0.0282, 3.0207], [0.3173, -1.9721, 3.3231], [0.7946, -0.8696, 1.0340], [-1.2976, 2.4916, 2.4876], [-0.2549, 1.7964, 1.2223], [0.4359, 2.3118, 2.7762], [-0.6508, -0.2178, 4.7557], [-1.5567, -2.0747, 3.3278], [-4.2301, 0.2418, 2.5684], [2.5753, -0.4820, 3.6722], [2.2185, -3.4088, -0.7080], [1.2782, -5.0284, 0.3313], [-0.6959, -4.6021, 1.0157], [1.8899, -5.2554, 1.1936], [1.2139, -5.8582, -0.3587], [0.4164, -0.0782, -1.6531], [0.5931, 0.1104, -3.1985], [-0.7608, 1.2186, -3.6925], [-0.1008, 2.4437, -4.3219], [1.1367, 2.7292, -3.4732], [1.8634, 1.3945, -3.3435], [-1.2589, 1.4619, -2.7522], [-1.4412, 0.6785, -4.3479], [-0.7989, 3.2794, -4.3352], [0.1838, 2.2352, -5.3547], [0.8511, 3.1040, -2.4891], [1.7888, 3.4683, -3.9359], [2.5203, 1.2945, -2.4805], [2.4197, 1.1378, -4.2470]],
  "forces_ev_per_angstrom": [[-0.1, 0.8, -0.1], [0.0, 0.0, 0.0], [-0.1, -0.2, -0.1], [0.0, 0.1, 0.0], [0.1, 0.1, 0.1], [-0.3, 0.0, 0.0], [0.0, -0.1, -0.1], [-0.1, -0.1, -0.1], [-0.2, 0.1, -0.1], [0.1, 0.0, -0.1], [0.1, 0.0, 0.0], [0.2, -0.1, 0.1], [0.0, 0.0, 0.0], [0.0, 0.0, 0.0], [0.0, 0.0, 0.0], [0.0, 0.0, 0.0], [0.2, 0.0, 0.0], [0.0, 0.0, 0.1], [0.0, 0.0, 0.1], [0.2, -0.4, 0.0], [0.0, 0.1, -0.1], [0.1, -0.2, 0.1], [0.0, 0.0, 0.1], [0.0, 0.0, 0.0], [-0.2, 0.0, 0.2], [0.0, -0.1, -0.1], [0.0, 0.0, 0.0], [0.1, 0.0, 0.1], [0.0, 0.0, 0.0], [0.0, 0.0, 0.0], [0.0, 0.0, 0.0], [0.0, 0.0, 0.0], [0.0, 0.0, 0.0], [0.0, 0.0, 0.0], [0.0, 0.0, 0.0], [0.0, 0.0, 0.0], [0.0, 0.0, 0.0], [0.0, 0.0, 0.0]],
  "lowdin_charge": [1.5254, -0.0269, -0.5952, -0.0003, 0.5168, -0.0973, -0.0218, -0.4797, 0.3758, -0.0444, -0.2987, -0.5576, 0.1006, 0.0855, 0.1040, 0.1083, 0.0643, 0.1363, 0.1257, 0.9163, -1.0283, 0.9129, -0.0127, -0.0178, -0.7781, 1.0380, -0.2879, -0.2080, -0.2069, -0.2856, 0.1043, 0.1014, 0.1322, 0.1275, 0.1248, 0.1317, 0.1077, 0.1076],
  "total_charge": 2,
  "e_homo_ha": -0.590
}

=====

Record 4
{
  "formula": "C7H17Cl2N3OPdS",
  "method": "the ωB97M-V functional and the def2-TZVPD basis",
  "elements": ["Pd", "Cl", "C", "Cl", "H", "H", "C", "N", "C", "N", "S", "H", "H", "H", "H", "H", "H", "C", "N", "C", "C", "C", "O", "H", "H", "H", "H", "H", "H", "H", "H", "H"],
  "xyz": [[0.5022, -1.6674, -0.7481], [-1.0096, -3.1117, -2.0861], [0.3185, -2.0577, -2.6499], [2.2563, -0.2306, -1.1701], [-0.0655, -1.2659, -3.2844], [1.1045, -2.6531, -3.1011], [4.0313, -0.0825, 2.0376], [2.8470, -0.9173, 2.0552], [1.6089, -0.4460, 1.9321], [1.3969, 0.8565, 2.0150], [0.3007, -1.5513, 1.7078], [4.9070, -0.7215, 2.1035], [4.0421, 0.5916, 2.8965], [4.0846, 0.4907, 1.1090], [2.9367, -1.9034, 1.8787], [2.1724, 1.4974, 1.9759], [0.4737, 1.2158, 1.7614], [-0.9110, 1.6532, -1.7362], [-1.8411, 0.8942, -0.9149], [-2.8950, 0.1909, -1.6174], [-1.8108, 1.0769, 0.4238], [-2.8030, 0.3274, 1.2771], [-0.9937, 1.8450, 0.9344], [-0.7949, 1.1436, -2.6920], [0.0591, 1.7018, -1.2523], [-1.2808, 2.6663, -1.9170], [-2.4594, -0.4526, -2.3829], [-3.5769, 0.8939, -2.1061], [-3.4684, -0.4336, -0.9414], [-3.8164, 0.6905, 1.0945], [-2.5415, 0.5027, 2.3155], [-2.7738, -0.7436, 1.0818]],
  "forces_ev_per_angstrom": [[0.0, 0.0, 0.0], [0.0, 0.0, 0.0], [0.0, 0.0, 0.0], [0.0, 0.0, 0.0], [0.0, 0.0, 0.0], [0.0, 0.0, 0.0], [0.0, 0.0, 0.0], [0.0, 0.0, 0.0], [0.0, 0.0, 0.0], [0.0, 0.0, 0.0], [0.0, 0.0, 0.0], [0.0, 0.0, 0.0], [0.0, 0.0, 0.0], [0.0, 0.0, 0.0], [0.0, 0.0, 0.0], [0.0, 0.0, 0.0], [0.0, 0.0, 0.0], [0.0, 0.0, 0.0], [0.0, 0.0, 0.0], [0.0, 0.0, 0.0], [0.0, 0.0, -0.1], [0.0, 0.0, 0.0], [0.0, 0.0, 0.0], [0.0, 0.0, 0.0], [0.0, 0.0, 0.0], [0.0, 0.0, 0.0], [0.0, 0.0, 0.0], [0.0, 0.0, 0.0], [0.0, 0.0, 0.0], [0.0, 0.0, 0.0], [0.0, 0.0, 0.0], [0.0, 0.0, 0.0]],
  "lowdin_charge": [0.2207, 0.5141, -0.7047, -0.0627, -0.0026, 0.0067, -0.0851, -0.0611, -0.9187, 0.1463, 0.5444, 0.0895, 0.0872, 0.0641, 0.1154, 0.1030, 0.0578, -0.0526, -0.1528, -0.0537, -0.5227, -0.0206, -0.0120, 0.0788, 0.0474, 0.0963, 0.0634, 0.0971, 0.0763, 0.0890, 0.0839, 0.0681],
  "e_homo_ha": -0.308
}

=====

Record 5
{
  "formula": "C7H17FeO3",
  "method": "the ωB97M-V functional and the def2-TZVPD basis",
  "elements": ["C", "O", "C", "C", "O", "C", "C", "O", "C", "Fe", "H", "H", "H", "H", "H", "H", "H", "H", "H", "H", "H", "H", "H", "H", "C", "H", "H", "H"],
  "xyz": [[0.1568, -0.4721, 0.0101], [0.6132, 0.8948, -0.0298], [1.9542, 1.0675, -0.3033], [2.4240, 2.4609, -0.1350], [1.3792, 3.3297, -0.6097], [1.4755, 4.7084, -0.2410], [0.1846, 5.3599, -0.6740], [-0.8975, 4.5360, -0.2109], [-2.1757, 5.1796, -0.2287], [-0.4432, 2.6030, -0.3467], [-0.8817, -0.4567, 0.3515], [0.2238, -0.9037, -0.9953], [0.7806, -1.0267, 0.7180], [2.3962, 0.3531, -0.9974], [3.6999, -0.7035, 0.7821], [3.3454, 2.6297, -0.7054], [2.6100, 2.7060, 0.9257], [2.3276, 5.1775, -0.7480], [1.6089, 4.7774, 0.8483], [0.1175, 5.4440, -1.7675], [0.1041, 6.3574, -0.2242], [-2.9184, 4.4451, 0.0968], [-2.1601, 6.0272, 0.4662], [-2.4043, 5.5219, -1.2457], [4.4136, -1.4461, 1.2623], [4.8790, -2.0556, 0.4776], [3.8549, -2.0937, 1.9484], [5.1866, -0.8994, 1.8135]],
  "forces_ev_per_angstrom": [[-0.3, -1.1, 0.1], [-0.5, 0.9, 0.1], [0.5, 0.0, -0.7], [0.9, -0.5, 0.4], [-0.4, -0.1, -0.3], [0.2, 0.8, 0.3], [0.5, 0.6, -0.4], [0.2, -1.0, 0.1], [-1.1, 0.5, 0.0], [0.1, 0.0, 0.0], [0.2, 0.0, -0.1], [0.0, 0.1, 0.2], [-0.2, 0.1, -0.2], [-0.1, 0.1, 0.3], [0.8, -0.8, 0.6], [-0.2, 0.0, 0.1], [0.0, 0.0, -0.2], [-0.2, -0.1, 0.1], [0.0, 0.0, -0.2], [0.0, 0.0, 0.2], [0.0, -0.2, -0.1], [0.1, 0.2, -0.1], [0.0, -0.2, -0.2], [0.1, -0.1, 0.2], [-0.6, 0.5, -0.4], [-0.2, 0.2, 0.2], [0.2, 0.2, -0.2], [-0.2, -0.1, -0.1]],
  "lowdin_charge": [0.0160, -0.2575, -0.0442, -0.1064, -0.2335, -0.1093, -0.1191, -0.3010, -0.0049, 1.2918, 0.1118, 0.1228, 0.1213, 0.1508, -0.0122, 0.1648, 0.1592, 0.1679, 0.1578, 0.1601, 0.1637, 0.1119, 0.1239, 0.1234, -0.0390, 0.0295, 0.0245, 0.0259],
  "total_charge": 2,
  "e_homo_ha": [-0.597, -0.664],
  "multiplicity": 6
}

=====

Record 6
{
  "formula": "C7H17GdO3",
  "method": "the ωB97M-V functional and the def2-TZVPD basis",
  "elements": ["C", "O", "C", "C", "O", "C", "C", "O", "C", "Gd", "H", "H", "H", "H", "H", "H", "H", "H", "H", "H", "H", "H", "H", "H", "C", "H", "H", "H"],
  "xyz": [[-0.5704, 0.4244, 0.1366], [-0.3786, -0.9510, 0.5124], [-1.5617, -1.6912, 0.6412], [-1.2831, -3.0305, 1.2394], [-0.0712, -3.5297, 0.6552], [0.5117, -4.6805, 1.2726], [1.8552, -4.8849, 0.6148], [2.5323, -3.6178, 0.6031], [3.9335, -3.7049, 0.3244], [1.3640, -1.9923, 0.2300], [0.4064, 0.9161, 0.1516], [-1.0017, 0.4668, -0.8709], [-1.2260, 0.9064, 0.8696], [-2.1487, -1.6700, -0.2832], [-3.2514, -1.1436, 1.1353], [-2.1113, -3.7190, 1.0310], [-1.1460, -2.9677, 2.3319], [-0.1273, -5.5584, 1.1164], [0.6233, -4.4913, 2.3502], [1.7517, -5.2365, -0.4213], [2.4440, -5.6092, 1.1914], [4.3286, -2.6850, 0.2998], [4.4233, -4.2741, 1.1234], [4.0877, -4.1904, -0.6475], [-4.6138, -0.7506, 1.4874], [-5.3080, -0.9290, 0.6592], [-4.6958, 0.3093, 1.7494], [-4.9878, -1.3265, 2.3396]],
  "forces_ev_per_angstrom": [[-0.4, 1.9, -0.7], [-4.5, 0.4, 1.8], [-0.3, -0.4, -1.7], [-1.2, -0.2, 1.3], [-1.0, 0.1, -0.4], [0.5, -1.3, 0.8], [-0.3, -1.4, 0.0], [0.8, -2.6, 0.9], [1.6, -0.3, -0.3], [3.8, 3.4, -2.2], [0.0, -0.1, 0.0], [0.1, 0.0, 0.2], [0.2, -0.2, -0.1], [0.2, 0.1, 0.2], [-2.4, 0.9, 1.1], [0.1, 0.1, 0.0], [-0.1, -0.1, -0.2], [0.1, 0.2, 0.0], [-0.1, 0.0, -0.2], [0.1, 0.0, 0.2], [-0.1, 0.1, -0.1], [0.1, -0.1, 0.0], [-0.1, 0.2, -0.2], [0.0, 0.1, 0.2], [0.3, -0.2, -0.1], [0.9, -0.3, -0.4], [1.0, -0.1, -0.2], [0.9, -0.3, -0.1]],
  "lowdin_charge": [0.0377, -0.3993, -0.0321, -0.0962, -0.2975, -0.0919, -0.1018, -0.4441, 0.0172, 2.0463, 0.1194, 0.1391, 0.1416, 0.1511, 0.1264, 0.1811, 0.1727, 0.1818, 0.1681, 0.1700, 0.1785, 0.1145, 0.1415, 0.1371, 0.0942, 0.0511, 0.0473, 0.0463],
  "total_charge": 3,
  "e_homo_ha": [-0.714, -0.808],
  "multiplicity": 9
}

=====

Number 1: molecular weight 144.02 g mol⁻¹. Number 2: molecular weight 623.62 g mol⁻¹. Number 3: molecular weight 786.01 g mol⁻¹. Number 4: molecular weight 368.63 g mol⁻¹. Number 5: molecular weight 205.06 g mol⁻¹. Number 6: molecular weight 306.46 g mol⁻¹.